Density functional theory data (wB97M-V/def2-TZVPD) for C32H54BrGe2NO3SiTa as an isolated structure.

The geometry in XYZ format:
```
95
Properties=species:S:1:pos:R:3
Ta -0.81752 -0.10243 0.39789
C -1.36154 4.09312 -0.23881
C -1.36370 2.57701 0.21377
Ge -0.90585 1.58179 -1.63778
C 0.81151 2.37900 -2.15870
C 0.96854 2.96031 -3.56863
C -2.36288 1.46278 -2.77848
C -2.97127 0.26151 -2.93143
Ge -2.34849 -1.17927 -1.64866
C -3.59322 -2.19847 -0.51404
C -4.83745 -2.68895 -1.15845
C -0.82333 -2.12195 -2.39275
C -1.10379 -3.00838 -3.61522
C -3.93266 -0.03013 -4.02257
C -4.47443 1.03111 -4.79098
C -5.41673 0.73885 -5.75951
C -5.79732 -0.57323 -5.98384
C -5.31115 -1.62238 -5.21432
C -4.34132 -1.33077 -4.26187
H -1.72083 4.76265 0.55265
H -2.03627 4.17655 -1.09639
H -0.40571 4.48227 -0.56655
H -2.36601 2.43483 0.63892
H -0.67093 2.52256 1.06785
H 1.50915 1.54954 -2.04493
H 1.09739 3.09700 -1.37560
H 0.58816 2.30543 -4.36315
H 1.98589 3.23361 -3.78343
H 0.38253 3.88527 -3.63167
H -2.47430 2.28507 -3.46308
H -3.78662 -1.53230 0.32130
H -2.98964 -3.00130 -0.10035
H -5.43927 -1.87056 -1.59637
H -5.47932 -3.26564 -0.47626
H -4.57292 -3.32094 -1.99306
H -0.40563 -2.75421 -1.58516
H -0.07577 -1.32336 -2.62781
H -1.96344 -3.67741 -3.41708
H -0.29176 -3.69497 -3.89599
H -1.34007 -2.35811 -4.44187
H -4.25521 2.06662 -4.54645
H -5.86309 1.51174 -6.34746
H -6.57720 -0.77664 -6.70690
H -5.70079 -2.61371 -5.29057
H -3.95618 -2.15278 -3.66157
Br -0.16047 -6.59255 4.01850
C 0.52252 -5.58552 2.59365
C 1.75068 -6.05350 2.04328
N 2.46403 -5.40409 1.11426
C 2.01979 -4.19323 0.75131
C 0.79735 -3.61144 1.25317
C -0.00899 -4.40473 2.09143
C 0.19596 -2.37992 0.82324
O -1.06656 -2.08184 0.97679
O 0.86921 -1.35632 0.38980
H 2.12770 -7.02608 2.32910
H 2.67640 -3.71491 0.04790
H -0.96580 -4.04286 2.45344
C -2.73319 -0.48417 2.91651
O -2.13936 0.32507 1.84457
H -3.81761 -0.49171 2.75973
H -2.49870 -0.06929 3.90334
H -2.36518 -1.49426 2.74283
H -2.56076 1.20582 1.82219
C 1.87968 1.89599 4.32274
Si 3.20649 1.66650 2.99015
C 3.55812 3.04527 1.77158
C 2.26330 3.86211 1.61601
C 4.70627 3.94524 2.31479
C 3.97053 2.47463 0.40741
C 3.90229 -0.01982 2.94539
C 2.91977 -1.06613 3.49853
C 4.61010 -0.45715 1.67637
C 4.91549 0.40136 4.05100
H 1.78613 2.90857 4.67960
H 2.11272 1.26656 5.17656
H 0.91154 1.62088 3.90052
H 1.92482 4.24685 2.56782
H 1.46779 3.27393 1.17789
H 2.46259 4.71758 0.97582
H 4.51949 4.27162 3.33873
H 4.68565 4.83606 1.71178
H 5.67937 3.50532 2.20988
H 3.25337 1.78258 0.04082
H 4.94368 2.01448 0.43708
H 4.01167 3.34151 -0.23807
H 2.15291 -1.26551 2.75584
H 2.43979 -0.73205 4.43686
H 3.43318 -1.99384 3.69041
H 3.91430 -0.52111 0.86255
H 4.99208 -1.47749 1.82300
H 5.41596 0.19446 1.34504
H 4.50081 0.95939 4.89151
H 5.75750 0.99469 3.68263
H 5.38608 -0.43769 4.56010
```

As for the charge: +3. The frontier orbital gap comes out at 0.2068 Eh. The HOMO energy is -15.2 eV.

***

Density functional theory data (wB97M-V/def2-TZVPD) for a 13-piece molecular cluster, C32H54Cl6O40S7 overall.

The geometry in XYZ format:
```
139
Properties=species:S:1:pos:R:3
C -0.54591 -0.45198 0.54947
Cl 0.17843 0.39558 2.02484
Cl -1.62519 0.59908 -0.34642
Cl -1.47878 -1.82928 1.14941
H 0.24153 -0.87264 -0.07590
C -2.48620 -2.08419 5.45476
Cl -2.03449 -3.80182 5.22802
Cl -3.49260 -1.43071 4.14585
Cl -0.92130 -1.19926 5.55099
H -3.07468 -2.02404 6.37027
C -0.60970 4.72653 -2.50597
C -1.42186 5.53845 -1.55675
C -0.76319 6.13533 -0.33539
O -1.27840 7.45404 -0.28596
C -1.61585 7.82469 -1.51452
O -1.96147 8.99014 -1.78555
O -1.72946 6.69362 -2.28276
H -1.18139 4.45111 -3.39221
H -0.41267 3.76876 -2.02435
H 0.33679 5.14567 -2.84742
H -2.30561 5.01175 -1.19664
H 0.32055 6.21996 -0.41565
H -1.03861 5.56398 0.55108
C 1.69266 -2.90531 -5.74030
C 1.29204 -1.46657 -5.65382
C -0.22949 -1.27599 -5.36235
O -0.23106 -0.81466 -4.00155
C 1.01160 -0.49682 -3.58818
O 1.31363 0.03384 -2.53147
O 1.89319 -0.91650 -4.52924
H 2.75524 -3.12045 -5.85316
H 1.24589 -3.39439 -6.60591
H 1.42175 -3.50924 -4.87428
H 1.72851 -0.83934 -6.43111
H -0.72113 -2.24135 -5.48255
H -0.67468 -0.45023 -5.91734
C 0.52478 -4.56741 2.71634
C 1.75053 -4.69183 1.82937
C 1.48115 -4.89380 0.34460
O 1.94260 -3.66976 -0.25046
C 2.52656 -2.92813 0.61757
O 3.32585 -2.02443 0.35405
O 2.31434 -3.42010 1.84218
H 0.14112 -5.58211 2.82256
H -0.22744 -4.02613 2.14252
H 0.70599 -4.16300 3.71219
H 2.43220 -5.36619 2.34767
H 0.40379 -4.99329 0.21229
H 1.86149 -5.85442 -0.00272
C 5.26210 -2.66473 -3.16060
C 5.30539 -1.62271 -2.04193
C 6.28962 -1.87409 -0.94273
O 6.76622 -0.57341 -0.70238
C 6.80328 0.09030 -1.89457
O 7.48678 1.11536 -2.26717
O 5.92755 -0.54106 -2.70240
H 4.61124 -2.39099 -3.99099
H 4.94408 -3.66012 -2.85049
H 6.19336 -2.85041 -3.69574
H 4.30671 -1.44663 -1.64225
H 7.11041 -2.53584 -1.21932
H 5.84392 -2.36147 -0.07560
C 1.23774 1.58176 7.21443
C 0.22151 2.20399 6.18563
O 0.87607 2.33261 4.93948
S 2.46370 1.92839 5.05179
O 3.44599 2.93357 4.57972
O 2.62329 0.65092 4.35108
O 2.49405 1.69179 6.64934
H 0.96031 0.53311 7.32146
H 1.03705 2.10837 8.14744
H -0.00811 3.23804 6.44272
H -0.63101 1.52750 6.12485
C -4.45340 1.35628 -5.27234
C -3.60576 0.67351 -4.19043
O -3.58526 1.49478 -2.99151
S -4.75999 2.64263 -2.99943
O -4.19710 3.94378 -3.37357
O -5.64747 2.48711 -1.84299
O -5.42832 1.90861 -4.42569
H -4.88947 0.63542 -5.96395
H -3.85134 2.11049 -5.77909
H -2.58329 0.47813 -4.51366
H -4.09919 -0.28393 -4.02332
C -4.12774 2.50688 1.08001
C -3.75642 1.43059 2.11423
O -2.65792 2.01594 2.86860
S -2.29947 3.62234 2.51381
O -0.81501 3.78521 2.36888
O -3.03848 4.52837 3.36253
O -3.08259 3.43857 0.99142
H -5.03775 3.07671 1.26785
H -4.24609 1.92279 0.16737
H -3.42698 0.49859 1.65497
H -4.61421 1.21960 2.75282
C -3.39700 -4.75108 1.12205
C -3.57665 -6.13370 1.71121
O -4.54571 -6.09566 2.74678
S -4.97724 -4.54813 3.04379
O -4.92061 -4.22310 4.47080
O -6.12371 -4.23233 2.26049
O -3.55770 -4.00450 2.27742
H -4.06631 -4.37969 0.34604
H -2.41170 -4.52235 0.71589
H -2.69460 -6.61105 2.13809
H -3.85256 -6.78718 0.88360
C -0.95378 -5.95045 -5.07663
C -1.24680 -7.09811 -4.03717
O -2.26442 -6.64752 -3.26129
S -2.26952 -4.99981 -3.01541
O -1.28031 -4.65462 -1.96374
O -3.58102 -4.44957 -3.05402
O -1.44834 -4.76619 -4.50694
H -1.41513 -6.10569 -6.05191
H 0.13103 -5.89636 -5.16805
H -0.46240 -7.34701 -3.32242
H -1.49519 -8.07144 -4.46031
C 3.66415 1.31507 1.07450
C 3.20823 1.22055 -0.35696
O 3.81873 2.32139 -1.00648
S 3.88029 3.55327 -0.02891
O 2.62351 4.26811 0.09493
O 5.11076 4.33414 -0.14074
O 4.08938 2.58092 1.29456
H 4.48745 0.63719 1.29980
H 2.84623 1.28346 1.79430
H 2.13141 1.31829 -0.49484
H 3.53124 0.30645 -0.85515
C 1.81613 5.46366 3.30147
C 1.17914 5.39069 4.63706
O 0.61011 6.64906 4.84997
S 0.07513 7.29003 3.42146
O 0.69408 8.62176 3.18984
O -1.39657 7.13605 3.26493
O 0.86100 6.11967 2.52130
H 2.00778 4.47743 2.87871
H 2.75933 6.00999 3.30455
H 1.92136 5.13073 5.39182
H 0.34177 4.69381 4.60129
```

As for the charge: 0. The frontier orbital gap comes out at 0.3324 Eh. The HOMO energy is -9.7 eV.

***

Density functional theory data (wB97M-V/def2-TZVPD) for a 3-piece molecular cluster, C32H54N4O8S overall.

The geometry in XYZ format:
```
99
Properties=species:S:1:pos:R:3
C 6.63316 -3.65370 0.24125
C 6.26194 -2.33729 0.92516
N 5.21729 -1.53221 0.27425
C 5.39176 -1.08105 -1.07270
C 6.86399 -1.06920 -1.51877
C 7.70454 -0.17480 -0.90014
C 9.01959 -0.13237 -1.29276
C 9.45059 -0.98730 -2.28464
C 8.54303 -1.85805 -2.82868
N 7.27047 -1.90233 -2.45957
O 4.99668 0.35914 -1.07358
S 4.86456 0.86294 -2.58233
O 6.08734 1.38799 -3.06884
O 3.67561 1.63779 -2.65538
O 4.68193 -0.57565 -3.20462
C 4.35617 -1.55828 -2.12795
C 4.49475 -2.93000 -2.78650
C 3.71321 -4.04094 -2.11365
O 3.93528 -4.46966 -1.00567
C 2.86662 -1.32306 -1.80020
C 2.38567 -1.65062 -0.38076
C 2.25530 -0.55785 0.59608
O 1.10053 -1.13353 -0.06209
H 6.43024 -3.65496 -0.82262
H 7.70715 -3.81448 0.35396
H 6.13467 -4.50056 0.70449
H 5.85996 -2.56840 1.91222
H 7.17554 -1.76362 1.10676
H 5.01535 -0.73681 0.86399
H 7.33420 0.49838 -0.13921
H 9.69647 0.57470 -0.83364
H 10.47821 -0.97873 -2.61773
H 8.85025 -2.55307 -3.59915
H 5.53408 -3.22572 -2.89760
H 4.08618 -2.81782 -3.79263
H 2.89343 -4.47952 -2.71665
H 2.59149 -0.28280 -1.93930
H 2.27574 -1.90984 -2.50711
H 2.63144 -2.63264 0.01883
H 2.33033 -0.82432 1.64429
H 2.46838 0.45483 0.27514
C -4.52339 -3.68441 3.02537
C -4.89945 -2.85123 1.77470
C -4.84955 -3.69350 0.49153
C -3.44786 -3.95866 -0.05092
C -2.67793 -2.64885 -0.19576
C -2.61512 -1.85920 1.10972
N -4.00792 -1.65389 1.63853
O -4.59904 -0.68021 1.04197
C -1.70446 -2.59564 2.10590
C -1.97418 -0.50122 0.87422
C -6.33397 -2.37883 1.97775
H -3.53032 -3.47172 3.40315
H -5.20696 -3.46146 3.84453
H -4.58347 -4.75433 2.82306
H -5.42259 -3.17475 -0.28331
H -5.36906 -4.63431 0.68305
H -2.91013 -4.65872 0.59443
H -3.52733 -4.44352 -1.02584
H -1.65562 -2.83361 -0.53312
H -3.15920 -2.03429 -0.96324
H -1.71707 -2.10324 3.07983
H -0.68438 -2.56221 1.72177
H -1.95761 -3.64358 2.24522
H -2.48041 0.06651 0.09546
H -0.94310 -0.65374 0.56491
H -1.97991 0.09751 1.78756
H -6.40133 -1.68299 2.81405
H -6.94883 -3.25186 2.20277
H -6.73755 -1.89085 1.09397
C -3.90765 2.75798 1.12309
C -4.07960 3.60389 -0.16151
C -2.72779 4.06591 -0.72496
C -2.09159 5.24144 0.01242
C -3.08564 6.39406 0.13216
C -4.39173 5.97273 0.80410
N -4.96342 4.78991 0.07837
O -5.59652 5.14730 -0.98243
C -4.13240 5.68490 2.29162
C -5.40862 7.10522 0.75036
C -4.73597 2.69251 -1.19145
H -4.16785 3.28479 2.03443
H -4.55628 1.88333 1.09450
H -2.88345 2.39831 1.22557
H -2.86948 4.35634 -1.77089
H -2.05217 3.20850 -0.73035
H -1.73276 4.93089 0.99752
H -1.21173 5.57691 -0.53989
H -2.65288 7.21941 0.70236
H -3.30569 6.78041 -0.86782
H -5.02727 5.28628 2.77150
H -3.87281 6.62112 2.78663
H -3.31077 4.99668 2.46866
H -5.57885 7.45190 -0.26565
H -5.03326 7.94180 1.34047
H -6.36475 6.78907 1.16894
H -5.74763 2.42498 -0.88750
H -4.14477 1.77745 -1.25533
H -4.78209 3.14817 -2.17820
```

As for the charge: 0. The frontier orbital gap (alpha / beta) comes out at 0.3033 / 0.3442 Eh. The HOMO energy (alpha / beta) is -7.8 / -8.9 eV. The spin multiplicity is 3.

***

Density functional theory data (wB97M-V/def2-TZVPD) for C32H55FeNP2Si as an isolated structure.

The geometry in XYZ format:
```
92
Properties=species:S:1:pos:R:3
Fe 0.38660 -0.63759 1.19582
C 1.21935 0.20377 3.11431
C -0.22369 0.17188 3.18909
C 0.55371 -2.01894 3.16729
C 1.68518 -1.15499 3.12941
C -0.62926 -1.21392 3.16147
C 2.07383 1.41541 3.28307
H 1.53212 2.33320 3.02345
H 2.98556 1.36716 2.67023
H 2.40157 1.52238 4.32982
C 3.08463 -1.58652 3.35851
H 3.79599 -0.78070 3.15380
H 3.34580 -2.45223 2.73529
H 3.23668 -1.88441 4.40717
C 0.60449 -3.47735 3.43786
H 1.03372 -3.68427 4.43041
H 1.22259 -4.01388 2.70480
H -0.39358 -3.92843 3.41824
C -2.01166 -1.71530 3.39653
H -2.14660 -1.99040 4.45422
H -2.23140 -2.61411 2.80788
H -2.76284 -0.95446 3.15647
C -1.10020 1.30548 3.60566
H -1.17225 1.33817 4.70636
H -2.12748 1.19578 3.23405
H -0.70543 2.28105 3.29632
C -0.41484 4.06108 -3.28458
C -0.61059 4.85114 -2.21950
C -1.81150 5.72759 -1.99932
C -3.17163 5.14596 -2.45351
C -3.37169 3.69596 -2.11029
C -3.02435 2.64410 -2.86710
C -2.37677 2.71491 -4.21948
C -1.36797 3.86653 -4.43244
H -1.66205 6.69245 -2.51315
H -3.33479 5.35416 -3.52043
H -1.88890 5.95772 -0.92575
H -1.89762 4.79069 -4.70434
H 0.55117 3.55538 -3.41704
H 0.22019 5.02913 -1.52299
H -0.76091 3.58886 -5.31030
H -1.84790 1.76727 -4.40591
H -3.33705 1.63593 -2.56212
H -3.15807 2.79282 -4.99326
H -3.94306 5.71311 -1.90646
H -3.92157 3.53446 -1.17354
P 0.69960 1.41737 -0.08015
C 2.08564 1.92357 -1.12065
C 0.13028 2.97999 0.65228
P -1.53751 -0.22284 -0.16121
C -0.66094 0.98570 -1.25052
C -2.88860 0.77509 0.53175
C -2.31354 -1.40298 -1.28241
H 2.56108 1.05867 -1.60249
H 2.82546 2.42801 -0.48193
H 1.71940 2.63407 -1.87591
H -0.23480 3.65242 -0.13602
H 0.99389 3.44508 1.14600
H -0.66630 2.82240 1.38723
H -2.92225 -0.86294 -2.02635
H -2.96962 -2.05816 -0.69153
H -1.56030 -2.03490 -1.77614
H -0.27199 0.47497 -2.13984
H -1.28671 1.83385 -1.55860
H -3.58607 0.07028 1.00346
H -3.40005 1.33089 -0.26683
H -2.53605 1.48380 1.28998
C 3.82185 -0.86165 0.25192
Si 2.84630 -2.23989 -0.54039
C 2.84333 -1.96632 -2.40119
C 3.85221 -3.81025 -0.24674
N 1.19551 -2.33882 0.11489
C 0.49146 -3.49247 -0.16689
C 0.88685 -4.44756 -1.16053
C 0.16820 -5.61862 -1.38866
C -0.96997 -5.90215 -0.62215
C -1.41535 -4.96649 0.32663
C -0.72021 -3.77821 0.52136
H 4.53079 -1.27704 0.97631
H 3.20634 -0.11230 0.76701
H 4.40988 -0.35295 -0.52189
H 3.88667 -1.97126 -2.75440
H 2.31156 -2.75404 -2.94846
H 2.37769 -1.01317 -2.68247
H 4.13362 -3.90374 0.81144
H 3.31515 -4.72841 -0.51487
H 4.77334 -3.76906 -0.85068
H 1.77499 -4.26218 -1.77004
H 0.49927 -6.31280 -2.16528
H -1.51584 -6.83338 -0.78024
H -2.31639 -5.13478 0.92554
H -1.09540 -3.03286 1.23363
```

As for the charge: +1. The frontier orbital gap (alpha / beta) comes out at 0.3061 / 0.2046 Eh. The HOMO energy (alpha / beta) is -10.1 / -9.7 eV. The spin multiplicity is 6.

***

ΔE to the lowest compared entry with this formula, charge and spin for every record listed, in sequence, given in kJ/mol: 64.4 449.7 0.0 0.0.